Run one
C3H6N2O | ωB97M-V with the def2-TZVPD basis set

```
12
Properties=species:S:1:pos:R:3:mulliken_charge:R:1
N -1.4878 0.8175 0.1940 -0.446
C -0.4676 -0.0627 0.3728 0.668
O -0.4297 -0.7136 1.4592 -0.236
C 0.5612 -0.2540 -0.6365 -0.185
C 1.0026 0.7167 -1.4368 -0.731
N 0.8598 -1.2923 1.7279 -0.673
H -2.2248 0.8128 0.8852 0.252
H -1.7561 1.0205 -0.7565 0.244
H 0.9662 -1.2633 -0.6404 0.393
H 0.6820 1.7479 -1.3130 0.291
H 1.7471 0.5181 -2.2009 0.261
H 0.5470 -2.0474 2.3449 0.161
```

Calculated values
Highest occupied orbital energy (spin up / spin down) in eV: -6.9826 / -6.9781
Multiplicity: 1
Orbital gap (spin up / spin down) in eV: 7.28 / 7.27
LUMO energy (spin up / spin down) in eV: 0.29 / 0.29


Run two
C3H6N2O | ωB97M-V with the def2-TZVPD basis set

```
12
Properties=species:S:1:pos:R:3:mulliken_charge:R:1
C -1.2745 0.8752 0.1931 -0.738
N -0.6536 -0.4311 0.2908 -0.310
C 0.5898 -0.6494 -0.3962 0.303
N 0.4301 -1.4010 -1.4072 -0.626
C 1.8684 -0.0537 0.1212 -0.037
O 1.8807 0.5639 1.1613 -0.470
H -1.0230 1.3218 -0.7763 0.300
H -0.9437 1.5402 0.9924 0.287
H -2.3635 0.7564 0.2261 0.265
H -0.6883 -0.8472 1.2075 0.213
H -0.6081 -1.4572 -1.1362 0.423
H 2.7856 -0.2178 -0.4763 0.389
```

Calculated values
SMILES string: [H]/N=C(/C=O)NC
Highest occupied orbital energy in eV: -9.5016
Multiplicity: 1
Orbital gap in eV: 9.29
LUMO energy in eV: -0.21


Which structure is most stable, and how do the rest compare? From most to least stable: run two, run one.


Run one
C3H6N2O | ωB97M-V with the def2-TZVPD basis set

```
12
Properties=species:S:1:pos:R:3:mulliken_charge:R:1
C 1.5396 0.1314 -0.1709 -0.578
N 0.6778 -0.8732 0.0775 -0.561
C -1.2957 -0.3360 0.1900 0.689
N -1.9383 -1.2307 0.7445 -0.559
C -1.2047 0.8799 -0.4568 -0.291
O -0.3489 1.7685 -0.0671 -0.488
H 1.9257 0.1905 -1.1925 0.331
H 2.2272 0.4518 0.6166 0.336
H 0.7145 1.2469 -0.1412 0.261
H 0.6630 -1.0031 1.0929 0.313
H -1.4185 -2.1103 0.8077 0.300
H -1.5417 0.8843 -1.5006 0.246
```

Calculated values
Highest occupied orbital energy (spin up / spin down) in eV: -8.6774 / -8.6771
Multiplicity: 1
Orbital gap (spin up / spin down) in eV: 8.55 / 8.54
LUMO energy (spin up / spin down) in eV: -0.13 / -0.13


Run two
C3H6N2O | ωB97M-V with the def2-TZVPD basis set

```
12
Properties=species:S:1:pos:R:3:mulliken_charge:R:1
C -0.6360 -1.3874 -0.7676 -0.947
N 0.1197 -0.6428 0.2107 -0.195
C 0.3117 0.7018 0.0943 0.491
N 0.1206 1.4900 -0.8946 -0.683
C 0.7958 1.3681 1.3551 0.047
O 0.6493 0.8730 2.4497 -0.494
H -1.6994 -1.1136 -0.7674 0.325
H -0.5478 -2.4562 -0.5646 0.321
H -0.2369 -1.2102 -1.7714 0.287
H 0.1651 -0.9968 1.1566 0.265
H -0.2914 1.0128 -1.6975 0.236
H 1.2494 2.3613 1.1967 0.348
```

Calculated values
SMILES string: [H]/N=C(/C=O)NC
Highest occupied orbital energy in eV: -9.5189
Multiplicity: 1
Orbital gap in eV: 9.93
LUMO energy in eV: 0.41


Which structure is most stable, and how do the rest compare? From most to least stable: run two, run one.


Run one
C3H6N2O | ωB97M-V with the def2-TZVPD basis set

```
12
Properties=species:S:1:pos:R:3:mulliken_charge:R:1
C -0.7095 -1.0254 -0.0975 0.100
C 0.7485 0.9286 0.1263 -0.308
C 1.6454 -0.2652 -0.0208 -0.379
H -3.0021 0.8596 -0.1923 0.362
H -0.4801 -2.0853 0.1141 0.356
H 0.3354 1.0939 1.1202 0.191
H 0.8545 1.8259 -0.4801 0.243
H 2.4386 -0.2560 -0.7389 0.247
H 1.8067 -0.8919 0.8632 0.265
N -1.9203 -0.6397 0.1048 -0.434
N 0.2982 -0.2496 -0.6068 -0.272
O -2.0152 0.7051 -0.1923 -0.371
```

Calculated values
SMILES string: O/N=C\N1CC1
Highest occupied orbital energy in eV: -8.7741
Multiplicity: 1
Orbital gap in eV: 9.83
LUMO energy in eV: 1.06


Run two
C3H6N2O | ωB97M-V with the def2-TZVPD basis set

```
12
Properties=species:S:1:pos:R:3:mulliken_charge:R:1
C 0.5418 -0.1545 0.0147 0.688
C -0.7434 -0.5430 -0.0579 -0.229
C -2.0052 0.2303 -0.0410 -0.161
H 2.3932 -0.7169 0.7092 0.298
H 1.4157 -1.8437 0.1602 0.284
H 0.1745 1.8765 -0.0996 0.221
H 1.6231 1.3833 -0.5683 0.266
H -0.8991 -1.6608 -0.2608 0.156
H -1.9946 1.4386 0.0524 0.103
N 1.6758 -0.8909 -0.0774 -0.600
N 0.9232 1.1924 0.0992 -0.532
O -3.1051 -0.3114 0.0692 -0.493
```

Calculated values
SMILES string: NC(N)=CC=O
Highest occupied orbital energy in eV: -8.8243
Multiplicity: 1
Orbital gap in eV: 9.56
LUMO energy in eV: 0.73


Which structure is most stable, and how do the rest compare? From most to least stable: run two, run one.


Run one
C3H6N2O | ωB97M-V with the def2-TZVPD basis set

```
12
Properties=species:S:1:pos:R:3:mulliken_charge:R:1
C -0.9453 -0.0110 0.0446 0.558
C 0.4135 -0.7008 -0.0164 0.050
C 1.7132 -0.1150 0.5997 -0.479
H 0.1444 1.7867 -0.2155 0.262
H -1.6642 1.9306 0.0334 0.244
H -1.9469 -1.8631 -0.0648 0.242
H 0.3257 -1.7452 -0.5000 0.210
H 2.4569 -0.8203 0.8824 0.319
H 1.3944 0.5910 1.3057 0.317
N -0.8670 1.3262 0.0696 -0.442
N -1.9441 -0.7597 0.0356 -0.831
O 1.4849 0.1395 -0.7432 -0.448
```

Calculated values
SMILES string: [H]/N=C(/N)[C@@H]1CO1
Highest occupied orbital energy in eV: -9.2822
Multiplicity: 1
Orbital gap in eV: 10.28
LUMO energy in eV: 0.99


Run two
C3H6N2O | ωB97M-V with the def2-TZVPD basis set

```
12
Properties=species:S:1:pos:R:3:mulliken_charge:R:1
N 0.1603 -1.4566 -0.9413 -0.401
C -0.2559 -0.6380 0.0391 0.616
O -1.2740 -0.9406 0.7307 -0.305
C 0.4852 0.5880 0.3269 0.005
C 0.9791 1.3941 -0.6120 -0.784
N -1.8205 0.3345 1.2876 -0.632
H -0.3190 -2.3222 -1.1358 0.255
H 1.0698 -1.2997 -1.3449 0.233
H 0.6162 0.7603 1.3908 0.317
H 0.7154 1.2663 -1.6584 0.274
H 1.5580 2.2740 -0.3517 0.259
H -1.9146 0.0399 2.2690 0.163
```

Calculated values
Highest occupied orbital energy (spin up / spin down) in eV: -7.0799 / -7.0775
Multiplicity: 1
Orbital gap (spin up / spin down) in eV: 7.62 / 7.62
LUMO energy (spin up / spin down) in eV: 0.54 / 0.54


Which structure is most stable, and how do the rest compare? From most to least stable: run one, run two.


Run one
C7H14NO | ωB97M-V with the def2-TZVPD basis set

```
23
Properties=species:S:1:pos:R:3:mulliken_charge:R:1
C -2.3633 -0.0258 -0.1303 1.204
C -1.1562 -0.0585 -0.0615 -0.446
C -3.7378 -0.3933 -0.1308 -1.272
C 1.7678 -1.4096 1.3450 -0.879
C 2.2684 -0.5972 -0.8313 -0.807
C 0.1391 2.4146 0.4657 -0.398
C 0.2160 0.0927 0.2093 -0.167
N 1.1492 -0.9866 0.0620 0.022
O 0.7815 1.2762 0.4793 -0.378
H -4.1723 -0.4945 0.8619 0.310
H -3.9073 -1.3938 -0.6784 0.307
H -4.2846 0.3091 -0.7791 0.321
H 2.5892 -0.7341 1.6068 0.381
H 0.9958 -1.5341 2.1971 0.324
H 2.2879 -2.3685 1.3220 0.394
H 2.9957 -1.4033 -0.8142 0.379
H 1.7686 -0.5676 -1.8305 0.348
H 2.7249 0.3970 -0.3452 0.332
H 0.3900 3.2029 1.0559 0.338
H -0.9390 2.5296 0.0497 0.247
H -0.3599 2.0500 -1.8680 0.177
H 0.1948 1.5182 -1.9980 -0.120
H 0.6516 -1.8233 -0.1877 0.382
```

Calculated values
Highest occupied orbital energy (spin up / spin down) in eV: -11.5260 / -11.5355
Multiplicity: 1
Orbital gap (spin up / spin down) in eV: 8.33 / 7.42
LUMO energy (spin up / spin down) in eV: -3.20 / -4.11
Net charge: +1


Run two
C7H14NO | ωB97M-V with the def2-TZVPD basis set

```
23
Properties=species:S:1:pos:R:3:mulliken_charge:R:1
C -4.8351 0.4452 -0.2231 -0.922
C -1.3523 0.3478 -0.0849 -0.412
C -3.6782 -0.4228 0.1418 0.123
C 3.5459 1.1102 -0.3443 -1.169
C 3.3298 -0.1818 0.5203 -0.306
C 2.5234 -1.1010 -0.2509 -0.015
C 1.2167 -1.4404 -0.1214 -0.429
N -2.4618 -0.1396 0.0173 0.195
O 0.3439 -0.8155 0.8027 -0.435
H -4.5342 1.3915 -0.6616 0.309
H -5.4631 -0.1230 -1.0354 0.310
H -0.8176 0.1836 -1.0185 0.412
H -1.0614 1.0248 0.8824 0.269
H -4.0413 -1.3580 0.8033 0.304
H 2.6583 1.5518 -0.6946 0.320
H 4.1613 1.9497 0.1951 0.297
H 3.9958 0.8539 -1.2556 0.398
H 2.8575 0.2000 1.4200 0.191
H 4.3310 -0.4613 0.7671 0.246
H 3.1926 -1.3450 -1.1139 0.270
H -5.3273 0.6772 0.6771 0.332
H 0.5411 -1.8807 -0.9009 0.436
H 0.8751 -0.4666 1.4781 0.276
```

Calculated values
Highest occupied orbital energy in eV: -12.1839
Multiplicity: 1
Orbital gap in eV: 8.12
LUMO energy in eV: -4.06
Net charge: +1


Which structure is most stable, and how do the rest compare? From most to least stable: run two, run one.


Run one
C5H9N3O | ωB97M-V with the def2-TZVPD basis set

```
18
Properties=species:S:1:pos:R:3:mulliken_charge:R:1
C -2.6482 -0.3356 0.5066 -0.430
C -1.4649 0.3392 -0.1290 0.725
C -1.4441 1.5995 -0.5601 -0.923
C 0.8277 -0.1903 -0.1739 -0.008
C 3.5589 0.1448 0.5291 -0.306
H -2.0543 -1.9026 -0.2401 0.328
H -2.4171 -0.5094 1.5747 0.181
H -3.5267 0.3178 0.4534 0.335
H -2.2425 2.3158 -0.3649 0.260
H -0.5907 1.9372 -1.1568 0.305
H 1.1424 0.8006 0.1709 0.312
H 1.7065 -1.6996 -1.1605 0.290
H 2.8781 0.5706 1.2539 0.307
H 4.5974 0.3831 0.6158 0.289
N -0.4108 -0.5266 -0.3683 -0.567
N 1.8695 -0.9880 -0.4890 0.145
N 3.1635 -0.6955 -0.3346 -0.736
O -2.9447 -1.5610 -0.1273 -0.509
```

Calculated values
SMILES string: C=NN/C=N/C(=C)CO
Highest occupied orbital energy in eV: -8.6980
Multiplicity: 1
Orbital gap in eV: 9.11
LUMO energy in eV: 0.41


Run two
C5H9N3O | ωB97M-V with the def2-TZVPD basis set

```
18
Properties=species:S:1:pos:R:3:mulliken_charge:R:1
C -0.9508 -0.1869 -0.2820 0.520
C -0.1890 -1.0809 0.6839 -1.307
C 2.2665 0.1280 -0.2183 0.058
C 0.6804 1.7267 0.1302 -0.242
C -0.4361 1.2701 -0.3992 -0.630
H -2.9214 0.1833 -0.7267 0.251
H -2.4926 0.2456 0.9453 0.260
H -0.9653 -0.6613 -1.1993 0.284
H -0.8973 -1.7674 1.1349 0.388
H 0.2483 -0.5525 1.4248 0.627
H 0.5922 -2.3824 -0.6983 0.341
H 3.2615 0.4029 -0.7240 0.347
H 0.7092 2.7640 0.4834 0.388
H -0.9388 2.0582 -0.8842 0.325
N -2.4231 -0.2187 0.0292 -0.615
N 0.8966 -1.8141 0.1112 -0.126
N 1.9150 -1.0437 -0.4720 -0.476
O 1.6447 0.9292 0.6611 -0.392
```

Calculated values
SMILES string: N[C@H]1/C=C\O/C=N\NC1
Highest occupied orbital energy in eV: -9.0126
Multiplicity: 1
Orbital gap in eV: 9.94
LUMO energy in eV: 0.92


Run three
C5H9N3O | ωB97M-V with the def2-TZVPD basis set

```
18
Properties=species:S:1:pos:R:3:mulliken_charge:R:1
C -1.8408 2.2265 0.4734 -0.686
C -1.5713 0.8859 0.8679 -0.114
C -0.9219 -1.6013 -0.3718 -1.049
C 2.6155 -0.4044 -0.3749 -0.741
C 0.3169 -0.7136 0.1761 0.144
N -0.7436 2.6260 -0.2519 -0.631
N 0.0557 1.6950 -0.3500 -0.307
N -0.3605 0.6199 0.2962 0.676
O 1.2470 -0.6686 -0.8323 -0.369
H -2.7118 2.8142 0.4520 0.401
H -2.0832 0.0864 1.3295 0.523
H -0.8909 -1.4889 -1.5012 0.293
H -0.9161 -2.7035 -0.1895 0.314
H -1.9570 -1.2664 -0.0066 0.284
H 3.3356 -0.3808 -1.1975 0.271
H 2.9482 -1.2782 0.2155 0.306
H 2.7163 0.5473 0.0650 0.347
H 0.7619 -0.9957 1.2001 0.337
```

Calculated values
SMILES string: CO[C@H](C)n1ccnn1
Highest occupied orbital energy in eV: -9.4265
Multiplicity: 1
Orbital gap in eV: 10.33
LUMO energy in eV: 0.90


Run four
C5H9N3O | ωB97M-V with the def2-TZVPD basis set

```
18
Properties=species:S:1:pos:R:3:mulliken_charge:R:1
C -1.5315 -0.8955 0.8839 0.387
C 0.7904 -0.3820 -0.3793 0.025
C 1.8128 0.4466 -1.2001 -0.616
C 1.1395 1.6011 -0.4405 -0.397
C -0.1942 0.8200 -0.1243 -0.224
H -2.5445 -0.7418 2.5425 0.226
H -1.2076 -2.8092 -0.0187 0.285
H 1.2277 -0.6590 0.6088 0.372
H 2.8944 0.0086 -1.2214 0.264
H 1.6490 0.5500 -2.3241 0.244
H 0.8721 2.5241 -1.0480 0.293
H 1.6971 1.9942 0.5110 0.238
H -0.8133 0.8679 -0.9920 0.355
H -1.7601 1.1107 1.1300 0.343
N -2.4882 -1.3940 1.6825 -0.734
N -0.7369 -1.8789 0.2515 -0.233
N -0.9421 0.4144 0.9844 -0.470
O 0.1354 -1.5772 -0.8461 -0.358
```

Calculated values
Highest occupied orbital energy in eV: -8.6423
Multiplicity: 1
Orbital gap in eV: 9.50
LUMO energy in eV: 0.86


Which structure is most stable, and how do the rest compare? From most to least stable: run one, run three, run two, run four.